No. 1
96
Properties=species:S:1:pos:R:3:forces:R:3:mulliken_charge:R:1 method="wB97M-V/def2-TZVPD" orbital_gap_ev=9.85 e_above_lowest_kj_mol=63.9 smiles="NC(N)=O.NC(N)=O.OCCO.OCCO.OCCO.OCCO.OCCO.OCCO.OCCO.OCCO" multiplicity=1
H -9.830071 14.582082 13.321757 0.3 0.3 0.0 -0.090
H -1.080105 10.625238 13.380770 -1.3 0.2 0.9 0.311
H -6.895347 13.651391 10.216535 0.1 -0.2 -0.2 0.242
O -4.661233 13.103085 18.166205 0.3 -0.3 -0.9 -0.579
O -13.381504 13.325762 16.255243 1.7 0.3 0.3 -0.587
H -7.448879 9.699113 12.115791 0.4 -0.7 0.4 0.338
H -4.370881 15.086619 18.714987 0.1 0.3 0.6 0.522
H -4.452731 11.849520 12.763797 -0.4 0.2 0.3 0.011
H -12.046420 15.472820 13.788542 -0.3 0.0 -0.2 0.332
O -8.694046 12.623984 19.452740 0.5 0.8 0.6 -0.494
C -7.984765 8.220791 14.621361 -0.8 0.9 -0.9 -0.470
H -9.385127 9.097369 13.620413 -0.3 0.1 -0.2 0.280
O -9.153614 9.095104 14.554169 0.6 -0.7 -0.5 -0.519
H -9.114687 17.339869 15.054438 0.2 -0.4 0.3 0.128
H -4.146916 17.286203 11.234144 0.2 -0.1 0.3 0.333
H -3.205397 14.833556 16.646050 0.5 -0.1 0.2 0.344
H -12.244619 14.447749 18.556600 -0.3 0.3 0.0 0.429
C -8.094807 17.714241 14.901643 -0.8 0.6 0.6 0.010
C -11.850565 13.523887 18.152008 2.2 0.4 -0.2 -0.448
H -4.756298 12.718105 19.038056 -0.1 0.7 0.3 0.294
H -2.583278 9.921246 14.189689 0.3 -0.4 -0.1 0.212
O -7.191286 8.784901 12.353647 -0.4 0.0 0.3 -0.567
H -8.027633 9.293465 18.281918 -0.2 -0.6 0.5 0.261
H -6.192274 16.971397 11.358497 0.0 0.4 0.4 0.285
O -7.984862 13.996197 13.892984 -0.2 -0.3 0.0 -0.239
N -9.145272 12.075499 14.352373 -1.3 -0.5 -0.2 0.338
H -3.730822 12.513068 15.937381 -0.2 -1.1 -0.1 0.048
H -9.288449 11.169072 14.826490 0.7 0.8 -0.2 0.107
H 0.008684 10.366201 15.077663 0.5 -0.2 0.4 0.330
O -4.719118 12.495804 10.493695 0.9 -0.2 -1.3 -0.694
O -12.343184 12.406673 18.806549 -1.3 -0.8 0.5 -0.514
O -5.935832 17.373792 12.201963 -1.4 -0.1 -0.5 -0.411
N -6.824996 13.080705 11.039636 -1.6 0.8 0.6 -0.352
H -11.605122 15.538378 12.030370 -0.3 0.1 0.1 0.346
H -8.115670 18.143612 13.919690 0.4 -0.1 -1.1 0.289
O -8.233897 10.126054 17.880388 0.3 0.7 -0.8 -0.462
N -5.399145 12.162314 12.585737 0.1 -0.5 0.4 0.203
O -3.402489 11.620472 15.673287 -1.2 0.2 0.0 -0.617
O -0.809301 9.905954 15.257330 0.0 -0.4 0.4 -0.522
H -4.175448 18.540313 12.493494 -1.0 -0.2 -0.5 0.321
H -9.997865 12.475960 13.935407 0.8 -0.1 0.0 -0.005
H -6.358396 13.152625 15.498515 0.2 0.0 0.4 -0.429
H -7.417755 13.387113 11.823115 0.4 -0.2 -0.4 0.079
C -12.844329 13.816746 12.540191 0.2 2.0 1.0 -0.152
N -7.223659 12.632996 15.527201 -0.6 -0.6 -0.7 0.981
C -11.952370 13.435422 16.666116 -2.0 0.8 -0.3 0.091
C -3.967356 16.696459 13.314713 0.6 -1.6 -0.4 0.121
H -9.681413 11.418041 17.553738 -0.6 0.4 -0.5 -0.209
C -8.118803 12.930077 14.546730 0.2 0.4 0.7 -0.310
H -4.531497 15.930649 16.467775 -0.6 0.4 -0.6 0.282
H -5.944390 8.158357 13.924836 0.0 -0.4 -0.3 0.381
H -4.812811 15.229683 12.414410 -0.3 -0.6 -0.1 0.125
C -9.317169 11.393741 19.665549 0.0 -1.2 -1.3 -0.568
C -4.285265 14.894948 16.618391 -0.2 -1.1 1.9 -0.377
H -10.286372 11.584590 20.126263 0.1 0.0 0.0 0.342
C -4.883316 14.489725 17.978120 -0.7 0.1 -0.2 -0.675
H -10.755414 13.524885 18.335521 -0.4 0.2 0.2 0.213
C -5.598730 12.572819 11.311422 0.3 0.3 0.4 0.527
H -6.004536 12.482864 13.316661 0.1 -0.1 0.3 -0.112
H -11.437955 13.223296 11.363854 0.2 -0.1 0.3 0.336
C -2.258760 11.886350 14.915974 1.5 -1.6 1.0 -0.143
H -11.472044 12.544246 16.302485 0.6 -0.2 -0.2 0.069
O -7.086563 16.747874 15.124882 0.1 -0.1 0.0 -0.209
H -7.772132 8.276467 15.661237 0.7 -0.4 0.8 0.279
H -7.240535 15.909707 14.640340 -0.3 0.6 0.2 0.029
H -7.006327 18.057092 17.287422 -0.6 0.3 -0.2 0.314
H -8.677759 19.670894 15.723687 -0.4 -0.1 -0.3 0.373
H -12.947117 13.183428 13.444880 0.1 -0.2 -0.7 0.075
H -8.733332 10.665819 20.260067 -0.1 0.6 0.3 0.384
C -1.680060 10.514630 14.348643 -0.4 1.9 -0.9 -0.657
H -13.308542 12.509872 18.834588 0.4 -0.3 0.0 0.325
H -1.574137 12.251448 15.710523 0.6 0.3 -1.1 0.354
C -6.857896 8.722402 13.752036 0.2 1.7 -0.1 0.116
H -4.593375 14.398191 14.816052 -0.1 -0.5 -0.4 -0.274
O -12.397768 13.224775 11.367380 -0.7 -0.9 -0.7 -0.578
H -7.215574 11.685818 15.878082 0.1 0.1 0.3 0.092
O -7.769628 18.647552 17.149393 0.4 -0.7 1.3 -0.560
C -11.816347 14.892431 12.887248 0.7 -0.6 0.7 -0.525
H -10.270415 9.939318 18.410047 0.1 0.0 -0.5 0.358
H -2.906383 16.886351 13.444573 0.2 0.1 -0.2 0.337
O -4.750280 13.952497 15.674134 0.0 1.5 -1.1 0.557
H -8.204867 7.221046 14.268746 -0.5 -0.4 0.3 0.307
H -6.603309 9.745623 14.040505 0.0 0.0 0.3 -0.205
C -4.561648 17.524266 12.222989 2.0 0.7 0.1 -0.702
H -13.797574 14.343049 12.388152 0.0 -0.5 -0.3 0.372
C -9.470622 10.681904 18.296319 -0.1 -0.5 1.7 0.126
H -2.450618 12.605802 14.141923 0.1 0.5 -0.6 0.250
O -10.641572 14.095427 13.154964 -0.4 -0.1 -0.2 -0.251
O -4.128588 15.263919 13.084053 0.2 0.8 0.3 -0.348
C -7.879509 18.942740 15.797351 0.4 -0.7 -0.3 -0.772
H -11.522616 14.346755 16.236380 -0.1 -0.3 -0.2 0.127
H -4.445708 16.907352 14.238261 -0.7 0.5 0.9 -0.087
H -5.986576 14.735107 18.003793 1.0 -0.2 -0.1 0.176
H -6.982055 19.450327 15.481340 0.6 0.3 -0.4 0.325
H -13.458598 12.374150 16.260860 -0.7 -0.4 -0.2 0.334
H -7.775014 12.487139 19.202316 0.0 -0.1 -0.1 0.242

***

No. 2
99
Properties=species:S:1:pos:R:3:forces:R:3:mulliken_charge:R:1 method="wB97M-V/def2-TZVPD" orbital_gap_ev=9.52 e_above_lowest_kj_mol=746.2 smiles="COC[C@H](C)N.COC[C@H](C)N.COC[C@H](C)N.NC(N)=O.NC(N)=O.NC(N)=O.NC(N)=O.NC(N)=O.NC(N)=O" multiplicity=1
H -4.783010 6.721275 -5.603471 -0.1 -0.2 0.8 0.315
N 3.878895 3.977056 -5.342334 1.5 0.4 0.8 -0.709
H -5.091358 -5.575918 1.885381 -0.1 -1.0 0.4 0.241
O 0.803855 -1.674253 -9.114786 0.5 -1.2 -0.6 -0.667
H -5.730974 1.523345 -4.451052 0.4 -0.1 -0.1 0.383
H -5.496342 4.774050 -2.622855 -0.6 -0.1 0.1 0.270
H 1.693853 0.809268 8.754640 0.4 0.6 1.2 0.336
N -5.850759 -5.761661 1.245921 1.9 -1.8 2.9 -0.421
N -6.728914 -4.888469 -0.487258 -2.2 -1.0 -4.6 -0.375
H 3.245958 3.781087 -4.580045 -0.7 -0.3 -0.2 0.286
H 7.650767 6.917498 -5.293798 0.2 0.3 0.0 0.307
O 1.707794 -5.698838 -5.068146 -2.3 0.7 -2.9 -0.641
H 2.348323 -4.580571 -2.915276 0.0 -0.4 -0.5 0.211
O 7.267609 5.152878 -4.359152 1.7 0.3 0.4 -0.322
N -7.572010 1.788697 2.339073 5.9 -0.4 -3.1 -0.377
H 3.636234 -6.806393 4.104198 -0.6 0.5 1.0 0.260
N 1.041558 -1.025184 8.775320 0.2 -2.9 -1.7 -0.748
H -7.131578 2.383204 1.651535 0.6 -0.5 0.0 0.242
H 1.876101 -1.441695 9.162810 0.6 0.1 -0.2 0.300
C -8.710219 2.229874 2.672083 -4.5 3.6 1.3 0.600
O 5.553992 -6.541469 2.914071 0.2 -0.5 0.5 -0.675
H 7.307687 -6.043671 4.358360 0.4 -0.2 0.7 0.251
H 4.939561 2.208479 -3.463669 -0.1 -0.2 -0.2 0.333
C 5.606532 2.678750 -4.186219 0.9 -0.8 0.9 -1.395
H 5.745514 5.659692 -5.630430 0.3 0.8 -0.3 0.290
N 0.897352 -0.422147 -7.287841 -0.2 -0.9 6.3 -0.380
N 3.281147 -7.115689 -4.438350 2.7 -4.2 -1.2 -0.400
H 3.160370 -7.681353 -5.266327 0.0 0.1 0.3 0.221
H -0.068586 -0.472257 11.129555 0.2 -0.9 -0.2 0.417
H -10.125634 1.545092 3.944217 0.4 -0.4 0.1 0.239
C 6.281663 4.784005 -5.264597 -1.3 1.1 -0.5 -0.632
N -4.724995 4.129395 -2.525138 1.1 0.1 -0.9 -0.740
H -1.625213 -1.414751 1.591991 0.4 0.3 0.1 0.223
C -4.665189 3.326254 -3.756744 -0.9 -1.6 0.4 0.530
H 9.078711 6.347959 -4.369075 -0.7 -0.2 1.0 0.284
H -3.924820 5.916061 -6.831586 0.2 0.1 -0.4 0.312
H -7.320069 0.814774 2.429070 0.2 0.4 -0.4 0.190
H 6.712739 4.340507 -6.162130 -0.1 -0.7 0.0 0.379
C 0.848482 0.034491 10.829053 2.2 3.1 0.1 -0.781
O -3.556839 5.010792 -5.037180 -1.4 1.6 0.0 -0.311
H -4.751672 3.631785 -5.961085 -0.1 -0.4 0.0 0.402
H 0.355025 -1.638027 9.191488 -0.7 -0.1 -0.2 0.278
H 1.179544 -2.216791 3.122707 0.6 -0.2 -0.5 0.161
H -6.724341 2.559409 -3.543908 -0.2 0.6 -0.1 0.333
H 3.673080 4.941654 -5.559808 -0.3 0.3 -0.4 0.264
O -5.818874 -3.523623 1.002634 0.9 0.9 0.6 -0.641
C 5.534354 -6.657448 4.150622 -1.9 0.7 -4.7 0.632
H 1.960463 -0.000907 13.327073 -1.0 0.7 -0.2 0.315
H 6.574730 2.766855 -3.693329 0.0 0.1 0.3 0.364
H -1.198819 0.288755 9.407733 -0.2 0.0 0.0 0.307
N -9.311084 1.292819 3.402959 -1.7 -1.2 1.1 -0.399
H 1.623044 1.295975 -8.612095 -0.1 -0.2 -0.4 0.157
H -3.044651 6.985808 -5.753624 0.2 -0.5 0.5 0.270
H -0.612187 0.975998 7.918030 0.2 0.2 0.0 0.370
N -0.704668 -1.399294 2.007264 -4.8 1.3 3.2 -0.350
H -6.743377 -5.858702 -0.767487 -0.2 0.4 -0.3 0.150
C -3.828685 6.229563 -5.792074 0.1 -1.1 -0.8 -0.750
H -3.947927 4.754971 -2.683010 0.5 0.4 0.6 0.337
N 2.768524 -5.447131 -3.219578 2.2 2.8 6.2 -0.352
O 0.462447 -1.450395 0.140462 0.5 0.0 -0.8 -0.655
H 2.150915 -2.364463 1.617264 0.1 0.0 0.8 0.210
H 0.777541 0.997127 11.335414 -0.3 0.5 0.1 0.404
C 5.166239 4.057540 -4.545978 -0.3 -1.1 -0.7 0.460
N 6.610822 -6.573980 4.861613 2.8 0.3 2.0 -0.419
H 5.835997 2.001340 -5.008752 -0.6 0.2 -0.3 0.321
H 1.285040 0.460276 -10.113242 0.3 0.3 0.2 0.216
C 2.086151 -0.827559 12.627826 1.4 0.6 0.9 -0.813
C -6.053623 -4.637486 0.594024 -0.9 2.0 0.2 0.605
H 0.854774 -1.247177 -6.706794 0.0 0.3 0.2 0.246
C 1.088998 -0.643984 -8.538262 -2.1 -2.8 -1.1 0.625
H -0.424584 1.869944 9.471723 -0.2 0.1 -0.2 0.343
H 8.752620 5.658381 -5.825541 -0.5 -0.7 -0.5 0.302
H -5.663508 1.594793 -2.698745 0.9 0.2 0.1 0.349
H 3.128185 -1.004497 12.894218 0.0 -1.1 -0.2 0.294
N 4.372426 -6.758097 4.793969 -0.1 -0.7 0.8 -0.453
H -3.762517 2.719201 -3.825907 0.7 0.7 0.3 0.230
H 3.782459 -7.490166 -3.645538 -0.1 -0.2 -0.5 0.174
C 0.912702 0.267004 9.287420 -0.8 -0.3 1.8 0.381
H 1.395727 -1.623638 12.906520 0.1 -0.2 -0.2 0.318
H 1.222994 0.441392 -6.877518 -0.1 -0.5 0.2 0.170
O -9.158201 3.368201 2.437422 0.5 -1.4 0.0 -0.673
C 0.364770 -1.606662 1.342382 1.7 -0.9 -2.8 0.661
C -0.398660 0.895542 8.983874 -0.9 0.3 -0.5 -1.408
H 4.460252 -6.342815 5.710443 -1.6 -0.2 -0.1 0.211
C -4.754349 4.185611 -5.022269 0.9 -0.3 0.3 -0.749
H -0.593290 -1.486545 3.007306 -0.9 0.0 -0.2 0.150
H -8.627831 0.590894 3.649059 -1.3 -0.3 0.9 0.179
H 4.957633 4.594656 -3.620731 0.3 0.3 0.1 0.225
O 2.107854 -0.468843 11.280595 -1.2 -0.7 -0.4 -0.312
H -5.954294 -6.660456 0.796976 0.4 0.3 0.3 0.209
C 2.544872 -6.059407 -4.304395 -2.2 0.4 -2.0 0.632
H -5.676820 4.765512 -4.993011 0.0 0.4 0.1 0.355
H 6.459578 -6.498362 5.857347 0.8 0.2 -0.1 0.193
C 8.214387 6.046059 -4.960587 -0.3 0.1 -0.5 -0.755
N 1.299558 0.474984 -9.103453 1.9 5.0 -4.9 -0.370
N 1.311778 -2.124682 2.125650 2.5 -0.6 0.2 -0.401
C -5.695137 2.205083 -3.601321 -1.6 0.0 -0.8 -1.537
H 3.604631 -5.771762 -2.755231 -0.3 0.8 0.6 0.155
H -6.889207 -4.244394 -1.248558 0.2 0.2 0.6 0.231

***

Max |F| (computed, eV/A): 2.424, 7.236
Highest occupied orbital energy (computed, Ha): -0.3543, -0.3408
Energy (computed, Ha): -2292.69320, -2218.46513